16
Properties=species:S:1:pos:R:3:forces:R:3:lowdin_charge:R:1 method="wB97M-V/def2-TZVPD" e_lumo_ev=-0.784 homo_energy_ev=-7.872 gap_ev=7.1 e_tot_ev=-29240.6071
K 7.34834 21.56366 -11.53043 -1.2 -0.1 0.0 0.915
O 4.79677 21.05915 -10.05111 0.6 0.0 0.0 -0.041
C 3.99383 21.18767 -11.19219 -1.3 0.3 -1.3 -0.847
O 4.58593 21.37083 -12.28761 1.1 -0.1 0.9 -0.128
O 2.77796 21.12594 -10.96812 0.4 -0.1 0.1 -0.019
H 4.09858 20.94580 -9.39422 0.2 0.0 0.3 0.090
N 8.98751 20.58773 -7.49627 -0.2 0.4 0.0 0.008
C 8.98197 20.74745 -8.85685 0.5 -0.8 0.1 -0.169
C 8.41217 19.60319 -9.37664 -0.5 -0.6 -0.2 -0.163
C 7.96373 18.80127 -8.30096 0.7 0.0 1.1 -0.086
C 8.36489 19.42849 -7.14558 -0.1 0.3 -0.2 -0.115
H 9.39463 21.24564 -6.85695 -0.1 0.0 0.1 0.150
H 9.55631 21.54922 -9.29113 -0.1 0.0 -0.1 0.103
H 8.31152 19.19336 -10.37502 0.2 0.6 -0.2 0.084
H 7.54160 17.81084 -8.27055 -0.2 0.1 -0.5 0.103
H 8.21431 19.19054 -6.10686 0.0 -0.1 0.0 0.114